Entry 1:
The following is a quantum chemistry calculation of a 2-piece molecular cluster, C25H49Br2ClF2N5O3P overall, from the OMol25 dataset.

Structure (XYZ):
```
88
Properties=species:S:1:pos:R:3:forces:R:3
C -0.581 -0.418 4.337 0.1 0.2 -0.2
C -1.548 0.665 3.839 0.4 -0.5 -0.5
C -2.288 0.232 2.556 -0.5 0.3 0.5
C -3.726 -0.270 2.787 0.4 0.1 -0.6
C -4.571 -0.151 1.517 -0.2 -0.3 -0.1
C -4.201 -1.180 0.426 0.0 0.3 0.0
C -4.092 -0.571 -0.972 0.2 0.0 0.1
C -2.821 0.280 -1.096 -0.4 -0.2 -0.3
C -1.576 -0.610 -1.220 0.3 0.3 0.4
C -0.423 -0.028 -2.049 -0.8 -0.1 0.6
C -0.847 0.221 -3.519 0.5 -0.5 -0.3
C -1.894 -0.714 -4.105 0.2 0.2 -0.1
F -1.307 1.524 -3.651 0.0 0.1 0.0
C 0.188 1.249 -1.400 0.4 0.2 0.3
C 0.086 1.342 0.123 0.0 0.4 0.2
C 0.111 2.785 0.679 0.2 -0.3 0.3
C 1.296 3.038 1.618 -0.3 0.1 -0.2
Br 0.836 4.183 3.100 0.2 0.2 0.2
N 1.642 1.117 -1.755 -0.6 -0.4 0.1
P 2.243 1.897 -3.160 0.8 1.2 0.4
N 3.043 3.185 -2.846 -0.3 -0.4 -0.3
C 1.835 -0.252 -1.604 0.1 0.3 -0.1
N 2.949 -0.692 -1.083 -0.1 -0.3 -0.4
C 4.075 0.223 -0.799 0.2 -0.1 -0.1
C 4.029 0.857 0.592 0.1 -0.2 0.0
F 5.174 0.474 1.274 0.0 0.0 0.0
C 3.153 -2.100 -0.706 0.5 0.0 0.5
C 3.193 -2.313 0.807 -0.2 -0.2 -0.1
C 1.835 -2.060 1.473 0.2 0.1 0.0
Cl 1.428 -3.348 2.629 0.0 0.0 0.1
N 0.732 -0.981 -1.920 0.2 0.5 -0.7
C 0.850 -2.152 -2.815 0.3 -0.6 0.7
C 0.292 -3.460 -2.204 0.0 0.2 -0.2
C -0.701 -4.206 -3.101 0.1 -0.2 0.3
Br -2.445 -4.390 -2.258 -0.1 0.1 -0.1
H -0.923 -1.423 4.085 -0.1 -0.1 0.2
H 0.386 -0.287 3.842 0.0 -0.1 0.0
H -0.382 -0.349 5.404 -0.1 -0.1 0.1
H -0.950 1.539 3.582 -0.1 0.2 0.3
H -2.269 0.937 4.606 0.0 0.1 0.0
H -2.371 1.114 1.914 0.1 -0.1 -0.1
H -1.704 -0.543 2.049 0.1 0.1 -0.2
H -3.703 -1.321 3.081 -0.1 0.0 0.4
H -4.166 0.348 3.568 -0.1 -0.2 0.2
H -4.490 0.866 1.122 0.0 0.0 0.0
H -5.626 -0.298 1.753 0.0 0.1 0.1
H -4.938 -1.983 0.431 0.0 -0.1 0.0
H -3.232 -1.630 0.666 0.0 -0.1 0.0
H -4.049 -1.372 -1.717 -0.1 0.0 -0.1
H -4.967 0.033 -1.214 -0.1 0.0 0.1
H -2.928 0.957 -1.943 0.1 0.0 -0.1
H -2.742 0.906 -0.207 0.1 0.1 -0.1
H -1.845 -1.605 -1.572 0.0 0.0 -0.2
H -1.159 -0.758 -0.223 -0.1 -0.3 0.0
H 0.050 0.149 -4.148 0.1 0.1 0.0
H -1.803 -0.700 -5.189 -0.1 0.1 0.0
H -1.762 -1.740 -3.775 -0.1 0.0 0.1
H -2.889 -0.374 -3.828 -0.1 -0.1 0.1
H -0.158 2.199 -1.796 -0.3 -0.2 -0.4
H -0.822 0.879 0.488 0.0 0.0 -0.1
H 0.907 0.797 0.598 0.0 -0.2 -0.2
H 0.116 3.524 -0.123 0.0 0.1 0.0
H -0.794 2.939 1.264 -0.1 0.1 -0.1
H 2.113 3.515 1.082 0.1 -0.1 0.1
H 1.638 2.108 2.067 0.1 0.0 0.0
H 3.038 0.843 -3.651 -0.3 -0.2 -0.1
H 1.162 2.086 -4.034 -0.1 -0.4 0.0
H 2.658 3.999 -3.312 0.2 0.2 0.2
H 4.973 -0.390 -0.852 0.0 0.0 0.1
H 4.170 0.969 -1.581 -0.1 0.1 0.0
H 4.012 1.942 0.552 -0.1 0.0 0.0
H 3.177 0.479 1.154 -0.1 0.2 0.0
H 2.377 -2.732 -1.110 -0.1 0.1 -0.1
H 4.112 -2.413 -1.120 0.0 0.0 -0.2
H 3.444 -3.367 0.932 0.0 0.0 0.1
H 3.994 -1.751 1.283 0.0 0.1 0.0
H 1.830 -1.122 2.023 -0.1 0.0 0.1
H 1.028 -2.037 0.743 0.0 0.0 0.0
H 1.911 -2.288 -3.015 0.0 0.1 -0.2
H 0.390 -1.942 -3.776 -0.1 0.2 0.0
H -0.148 -3.224 -1.237 -0.1 0.0 0.0
H 1.120 -4.138 -1.992 0.0 0.0 0.0
H -0.378 -5.226 -3.273 0.0 0.0 -0.1
H -0.850 -3.725 -4.063 -0.1 0.0 0.0
N 1.872 5.560 6.248 0.1 -0.1 0.0
O 2.937 5.256 5.671 0.0 0.0 0.0
O 0.819 5.689 5.572 -0.2 0.0 -0.1
O 1.843 5.731 7.476 0.0 0.0 -0.1
```
Positions in Å, forces in eV/Å.

max |F|	0.030	hartree/bohr
Kohn-Sham gap	4.13	eV
total charge	0
highest occupied orbital energy	-5.78	eV
energy	-7630.53243	Ha

***

Entry 2:
The following is a quantum chemistry calculation of a single CH3NO3Si molecule, from the OMol25 dataset.

Structure (XYZ):
```
9
Properties=species:S:1:pos:R:3:forces:R:3
N 0.562 -2.354 1.720 -0.2 0.4 -0.1
C 0.220 -1.403 1.164 -0.4 1.2 -0.7
Si -0.152 0.121 -0.028 2.2 -1.7 -0.7
O 0.038 -0.531 -1.557 -1.4 0.3 1.9
O 1.140 1.186 0.136 -1.5 -0.1 1.7
O -1.637 0.684 0.111 -1.0 0.4 -0.1
H 0.837 -0.164 -1.873 1.6 0.4 -1.1
H 1.161 1.640 1.026 0.2 -0.6 -1.5
H -2.169 0.820 -0.700 0.5 -0.2 0.7
```
Positions in Å, forces in eV/Å.

SMILES string	N#C[Si](O)(O)O
max |F|	0.056	hartree/bohr
Kohn-Sham gap	12.17	eV
total charge	0
highest occupied orbital energy	-12.05	eV
energy above the lowest of the compared OMol25 structures with the same formula, charge and spin	0.5	kJ/mol
energy	-610.02505	Ha

***

Entry 3:
The following is a quantum chemistry calculation of a single C4H5BrN2O molecule, from the OMol25 dataset.

Structure (XYZ):
```
13
Properties=species:S:1:pos:R:3:forces:R:3
N 0.001 2.305 -0.171 0.4 0.1 0.1
C 0.144 0.933 0.034 2.0 0.5 0.3
C 1.239 0.171 0.371 0.9 2.1 0.4
C 0.903 -1.190 0.420 -0.3 -1.1 -0.6
C -0.378 -1.367 0.033 -1.3 4.2 -0.3
O -1.317 -2.286 -0.223 -0.7 2.0 -0.2
N -0.899 0.122 -0.262 -0.6 -4.0 0.5
Br -2.760 0.628 0.084 2.0 -0.6 -0.2
H 0.756 2.764 -0.693 -0.4 -0.5 0.4
H -0.864 2.389 -0.660 -0.5 0.8 -0.4
H 2.321 0.432 0.549 -1.6 0.3 -0.4
H 1.776 -1.802 0.581 -0.7 -1.1 0.0
H -0.922 -3.097 -0.062 0.9 -2.8 0.4
```
Positions in Å, forces in eV/Å.

SMILES string	Nc1ccc(O)n1Br
max |F|	0.087	hartree/bohr
Kohn-Sham gap	6.79	eV
total charge	0
highest occupied orbital energy	-7.20	eV
energy above the lowest of the compared OMol25 structures with the same formula, charge and spin	219.4	kJ/mol
energy	-2914.09120	Ha

***

Entry 4:
The following is a quantum chemistry calculation of a 3-piece molecular cluster, C2H12N2O2 overall, from the OMol25 dataset.

Structure (XYZ):
```
18
Properties=species:S:1:pos:R:3:forces:R:3
N 0.579 -0.073 -0.441 -0.5 -0.2 0.1
C -0.726 0.161 0.204 0.5 0.2 0.3
C -0.976 -0.687 1.457 0.1 0.0 -0.6
N -0.789 -2.103 1.159 0.0 -0.2 0.1
H 0.513 -0.954 -0.946 0.1 0.1 0.1
H 1.257 -0.249 0.300 0.0 0.1 -0.2
H -0.760 1.219 0.496 -0.2 -0.1 0.0
H -1.539 -0.022 -0.497 0.2 0.0 -0.2
H -1.982 -0.469 1.817 -0.1 0.2 0.3
H -0.247 -0.406 2.215 0.0 0.0 0.2
H -0.647 -2.627 2.011 0.0 -0.1 0.0
H -1.611 -2.493 0.716 0.0 0.0 -0.1
O 5.426 2.680 -0.629 -0.3 -0.1 -0.2
H 4.515 2.653 -0.313 0.1 0.1 0.1
H 5.351 2.257 -1.492 0.2 0.0 0.0
O -3.788 -0.323 -1.473 -0.2 -0.5 -0.1
H -3.439 0.247 -2.164 0.0 0.2 0.3
H -3.755 0.130 -0.627 0.1 0.3 -0.2
```
Positions in Å, forces in eV/Å.

SMILES string	NCCN.O.O
max |F|	0.012	hartree/bohr
Kohn-Sham gap	10.09	eV
total charge	0
highest occupied orbital energy	-9.35	eV
energy above the lowest of the compared OMol25 structures with the same formula, charge and spin	70.0	kJ/mol
energy	-343.36647	Ha

***

Entry 5:
The following is a quantum chemistry calculation of a 2-piece molecular cluster, C5H6N4O3S overall, from the OMol25 dataset.

Structure (XYZ):
```
19
Properties=species:S:1:pos:R:3:forces:R:3
C -2.941 -0.865 0.808 0.0 0.4 0.8
C -1.702 -0.624 1.340 -0.4 0.8 -3.6
C -0.198 1.415 -1.045 1.3 -1.0 2.6
C -3.381 -0.219 -0.384 3.4 2.0 0.7
C -1.253 0.745 -0.562 -3.0 -1.7 0.3
N -2.543 0.624 -1.001 -0.8 -1.3 0.1
N -0.774 0.119 0.597 -3.7 0.7 -0.6
N 0.794 1.255 -0.179 0.1 -0.2 2.1
N 0.415 0.517 0.889 1.8 0.5 -1.3
O 2.269 -1.584 -0.641 -1.2 -1.0 -1.5
O 3.316 0.659 -0.240 -1.9 1.6 0.1
O 4.686 -1.167 -0.078 -0.7 0.4 0.2
S 3.050 -0.868 0.291 3.3 1.9 0.6
H -3.672 -1.423 1.395 0.5 -0.2 -0.2
H -1.236 -1.220 1.999 1.1 -1.6 3.1
H 0.047 1.920 -1.863 0.1 2.0 -3.4
H -4.391 -0.275 -0.669 -1.0 -0.1 -0.7
H 2.441 1.310 -0.243 1.6 -2.4 0.2
H 5.071 -0.318 -0.415 -0.6 -0.9 0.3
```
Positions in Å, forces in eV/Å.

max |F|	0.079	hartree/bohr
Kohn-Sham gap	8.75	eV
total charge	0
highest occupied orbital energy	-9.63	eV
energy above the lowest of the compared OMol25 structures with the same formula, charge and spin	137.0	kJ/mol
energy	-1036.97047	Ha

***

Entry 6:
The following is a quantum chemistry calculation of C4H3AgLiO6 as an isolated structure, from the OMol25 dataset.

Structure (XYZ):
```
15
Properties=species:S:1:pos:R:3:forces:R:3
O -3.434 0.537 1.490 -0.9 0.0 0.1
C -2.552 -0.167 0.955 1.6 0.5 0.0
O -2.693 -1.325 0.511 -0.6 -0.6 -0.2
O -1.313 0.427 0.902 -1.3 0.2 0.1
C -0.233 -0.297 0.462 0.6 -0.5 -1.3
O 2.062 -0.378 0.077 -1.0 -0.5 -0.1
C 3.205 0.227 -0.371 0.5 0.8 -2.3
C 0.894 0.345 0.139 0.4 0.1 1.7
O 3.252 1.474 -0.452 0.0 0.0 0.8
O 4.058 -0.544 -0.861 0.2 -0.1 0.9
H -0.410 -1.345 0.222 0.2 0.2 0.6
H 1.008 1.426 0.217 0.0 -0.2 -0.2
Ag -4.995 -1.170 1.066 0.8 0.3 0.0
Li 4.756 1.121 -1.798 -1.0 -0.1 -0.4
H 4.092 1.546 -3.522 0.5 0.0 0.2
```
Positions in Å, forces in eV/Å.

max |F|	0.047	hartree/bohr
Kohn-Sham gap (alpha / beta)	2.63 / 2.64	eV
total charge	-1
highest occupied orbital energy (alpha / beta)	-2.70 / -2.70	eV
energy above the lowest of the compared OMol25 structures with the same formula, charge and spin	50.4	kJ/mol
energy	-760.19150	Ha

***

Entry 7:
The following is a quantum chemistry calculation of a single C7H9N molecule, from the OMol25 dataset.

Structure (XYZ):
```
17
Properties=species:S:1:pos:R:3:forces:R:3
C -1.341 0.298 -1.010 0.2 0.4 -0.3
C 0.970 -0.615 -1.514 0.0 0.1 0.1
C 0.406 0.937 1.506 -1.0 -2.4 0.9
C 0.094 0.110 -0.512 -0.4 -0.9 0.9
C 0.701 1.251 0.197 0.6 0.3 -0.9
N 0.675 1.356 2.676 0.3 0.6 0.0
C -0.191 -0.575 1.034 1.1 3.2 -1.1
C -0.545 -1.689 1.426 -0.4 -1.3 0.6
H 0.163 0.877 3.412 0.0 -0.1 -0.2
H 1.399 1.981 -0.187 -0.2 0.3 0.0
H -1.955 0.819 -0.277 0.0 0.0 0.0
H -1.305 0.911 -1.917 -0.1 0.0 0.0
H 1.213 0.075 -2.328 0.0 -0.1 0.0
H 0.465 -1.480 -1.945 0.0 0.0 0.1
H 1.904 -0.938 -1.055 0.0 0.0 0.0
H -1.797 -0.665 -1.246 0.1 0.0 0.0
H -0.858 -2.654 1.741 0.0 -0.1 0.0
```
Positions in Å, forces in eV/Å.

max |F|	0.069	hartree/bohr
Kohn-Sham gap (alpha / beta)	8.17 / 6.31	eV
total charge	0
highest occupied orbital energy (alpha / beta)	-8.49 / -7.35	eV
energy above the lowest of the compared OMol25 structures with the same formula, charge and spin	580.7	kJ/mol
energy	-326.66981	Ha